# 1
60
Properties=species:S:1:pos:R:3:forces:R:3:lowdin_charge:R:1 method="wB97M-V/def2-TZVPD" total_energy_ha=-4221.49581 homo_energy_ev="-3.92 / -3.78" charge=-1
H -0.4096 3.2427 2.1786 0.014 0.065 0.042 0.082
Pt 0.2707 0.5028 0.4774 1.516 1.818 -0.280 0.717
H -2.1707 4.0858 3.7570 0.009 -0.002 0.017 0.097
C -4.0498 -3.8975 -0.8439 -0.015 0.018 -0.051 -0.086
H -4.4126 -2.2469 4.0452 -0.007 -0.018 -0.041 0.100
H -1.3695 -1.2145 -1.5910 -0.034 0.015 0.004 0.086
C 5.9716 0.0440 0.0463 0.043 -0.047 -0.018 -0.123
H 1.3630 1.7707 -5.2881 0.000 -0.003 0.007 0.004
H -3.4269 -1.3538 -2.9968 0.016 0.006 -0.001 0.102
H 6.9095 -0.4418 -0.1949 -0.002 0.008 0.021 0.087
C 4.8042 -0.6981 0.1654 0.039 0.020 0.001 -0.098
H -0.3203 2.4720 -1.1878 0.045 0.004 0.064 -0.028
O -0.5182 -3.7368 1.6232 -0.185 0.057 0.185 -0.322
C -2.7148 -1.8733 2.7874 0.367 0.124 -0.250 -0.023
C 2.7479 2.8110 -2.5262 -0.114 -0.141 0.078 -0.226
C -2.9806 0.7902 3.6251 0.208 -0.092 -0.232 -0.166
H 3.6865 2.5302 -3.0082 -0.037 -0.031 -0.037 0.013
H 4.8266 -1.7737 0.0342 -0.016 0.013 -0.023 0.101
H -2.6073 -2.9069 2.4894 -0.049 0.046 0.142 0.083
H -4.7900 -4.6614 -0.6414 -0.006 0.008 0.014 0.098
O 0.5972 -2.4751 -0.1768 -0.307 -0.035 0.269 -0.343
C 3.5993 -0.0800 0.4575 -0.014 0.094 0.010 -0.132
H 1.6805 -0.9680 -3.6937 -0.002 0.026 -0.010 0.007
C -3.0442 2.1485 4.0023 0.129 0.065 -0.104 -0.024
C 4.7161 2.0424 0.5260 -0.132 -0.037 0.031 -0.153
C 5.9186 1.4168 0.2388 0.060 0.071 0.032 -0.117
C 3.5281 1.3079 0.6264 0.234 -0.153 -0.035 -0.685
S 2.0356 2.1656 0.9738 -1.410 -1.060 -0.638 0.571
C -0.0423 1.4336 -1.3906 0.453 -0.716 0.368 -0.470
N -1.0700 1.3218 2.2351 -0.271 0.324 1.111 0.005
H -4.6760 0.0880 4.7660 0.020 -0.001 0.019 0.100
C -3.8777 -0.1942 4.0896 -0.153 -0.229 0.086 -0.068
H -2.7338 -4.4851 0.7708 -0.031 0.002 -0.034 0.106
H -0.1337 0.9692 -4.7922 -0.010 0.008 0.008 0.001
N -0.7741 -1.2073 1.4374 0.497 0.317 -1.286 -0.239
Ge 1.3885 1.3865 -2.7308 0.018 -0.006 -0.236 0.743
H 6.8215 2.0125 0.1605 -0.009 -0.011 -0.012 0.091
C 2.2148 -0.3991 -2.9297 -0.106 0.177 0.147 -0.216
H 2.1573 -0.9534 -1.9939 -0.004 0.015 0.041 -0.014
H 0.0625 2.7132 -4.5453 -0.002 0.001 0.025 0.002
H 4.6789 3.1157 0.6718 0.018 0.013 -0.049 0.092
C -4.2369 -3.0081 -1.8925 -0.056 -0.041 -0.004 -0.096
H 2.7000 -0.6744 0.5468 -0.112 -0.009 -0.038 0.062
C -1.9726 -2.8282 -0.3301 0.141 0.101 0.154 -0.268
C -2.9128 -3.8057 -0.0530 0.057 -0.039 0.028 -0.073
H -5.1329 -3.0709 -2.4982 0.014 -0.012 -0.010 0.096
C -2.1390 3.0378 3.4882 -0.304 0.150 0.183 -0.060
H -3.8120 2.4679 4.6973 -0.009 0.018 -0.005 0.109
C -1.1571 2.5788 2.5995 0.102 -0.446 -0.182 -0.140
H 2.3828 3.7325 -2.9856 -0.025 -0.029 -0.024 0.008
H 3.2615 -0.3136 -3.2259 0.003 0.015 -0.008 0.010
H -0.9122 0.9381 -1.8376 -0.046 0.019 0.044 -0.040
C -1.8125 -0.9426 2.2918 -0.407 -0.401 0.334 -0.263
C -2.1402 -1.9495 -1.3900 0.005 0.045 -0.104 -0.054
S -0.5335 -2.6178 0.7091 0.198 -0.372 -0.310 0.565
C -1.9505 0.4215 2.7244 -0.244 0.087 0.119 -0.161
C 0.5800 1.7519 -4.5258 0.073 -0.057 0.215 -0.248
C -3.7304 -1.4915 3.6736 -0.181 0.256 0.209 -0.085
C -3.2808 -2.0389 -2.1715 0.020 -0.006 0.028 -0.074
H 2.9424 3.0083 -1.4743 0.001 -0.014 -0.012 -0.044

***

# 2
139
Properties=species:S:1:pos:R:3:forces:R:3:lowdin_charge:R:1 method="wB97M-V/def2-TZVPD" total_energy_ha=-14963.95089 homo_energy_ev="1.75 / 1.75" spin_multiplicity=2 s_squared=0.762 charge=-6
F 1.9009 -4.9874 -3.1683 1.162 -0.713 -0.830 0.132
S -1.8069 -3.1263 5.4889 -1.108 -0.847 -1.082 0.684
S 5.4453 3.2134 7.1427 -0.825 -2.824 -0.396 0.644
F 0.8161 -3.2201 -3.9412 0.813 -0.397 0.047 0.105
O -1.6818 -1.6995 5.7165 0.618 -1.357 -0.362 -0.301
S 5.6825 -1.4611 -3.4345 0.702 0.167 1.910 0.675
C 3.9144 1.5003 -1.0532 -1.059 -0.507 0.635 -0.157
C -3.2445 -7.0346 -4.6105 0.684 2.825 2.921 -0.605
F -1.5907 0.6453 -5.8938 -0.141 0.666 -0.082 0.145
F -2.7453 -6.6362 -5.7799 -0.480 -1.528 -0.091 0.118
F -3.1960 7.8215 -2.9568 -0.136 -0.018 0.232 0.079
H 3.5526 1.3517 -2.0706 0.100 -0.167 0.066 0.118
F 2.9385 -0.6194 6.8304 0.288 -0.620 0.046 0.130
N -5.3382 -1.0859 0.8922 -1.864 -2.718 -0.901 -0.118
C -3.4913 -0.2843 2.6877 -2.789 0.896 0.634 -0.635
N -0.8349 -4.1946 6.5605 -1.846 1.856 -1.451 -0.294
O -3.6885 2.7758 1.6519 1.398 0.191 -1.455 -0.342
F 4.2018 -2.7547 -5.2670 -0.107 0.594 -1.225 0.174
F 1.6705 -3.2508 -1.9650 0.506 0.690 0.899 0.146
S -4.6459 0.5139 -3.6670 -3.471 -0.655 -0.221 0.538
C 9.9958 -1.5850 -2.9036 -4.203 0.293 -3.073 -0.612
F 0.4142 -4.3322 9.9191 0.316 -0.460 -0.442 0.103
F 3.5525 4.9860 7.7112 0.017 -0.863 0.987 0.114
F -0.8378 -1.1064 -4.9194 -0.435 0.300 0.155 0.077
F -0.1987 3.5609 -0.0336 -0.513 -0.532 0.985 0.120
F -7.0207 0.2277 -5.1182 0.032 -1.175 0.379 0.068
N -1.0821 5.2732 -3.2884 1.829 -1.078 -1.984 -0.260
F 0.1994 -3.1671 3.7375 0.498 -0.012 -0.679 0.147
O 8.2951 0.2937 -3.5906 -0.074 -0.057 0.058 -0.343
F -1.5806 8.8918 -2.0488 0.523 0.195 -0.191 0.091
S -1.2870 -3.4972 7.8944 1.461 1.768 2.339 0.524
O 5.5753 -0.2759 -4.2493 0.733 -1.043 -0.358 -0.302
O -2.8961 -1.7865 0.5329 -1.058 1.263 0.979 -0.254
O -4.4735 1.6071 -4.5788 -0.069 0.344 -0.631 -0.331
F 2.5533 4.0150 -3.2189 1.979 -0.779 -0.607 0.168
S 0.1757 4.5726 -4.2279 -1.210 -2.659 -2.141 0.733
H 4.8099 0.8986 -0.8979 0.208 0.371 -0.254 0.117
O -3.7645 0.4830 -0.0017 -0.298 -1.165 0.654 -0.125
C 1.1041 -3.9941 -2.8759 -4.202 -0.541 -0.179 -0.679
O -2.7158 -3.3623 8.1024 0.487 -0.640 0.406 -0.339
O -3.2560 -4.2551 -3.9268 0.478 -3.687 0.477 -0.313
O -5.2501 0.8025 -2.3833 -0.065 -0.325 -1.019 -0.319
C -0.6873 -4.7667 9.3029 0.157 -0.158 -2.368 -0.603
H 1.7234 -0.5197 -1.5169 0.241 0.395 -0.196 0.158
S 8.2637 -1.1477 -3.7098 3.001 0.630 -1.777 0.525
F -5.7504 3.8637 -3.0730 -0.185 0.652 0.262 0.144
F -2.2215 7.0549 -1.1656 0.178 -0.264 -0.382 0.143
N -3.4824 -0.5274 -3.5670 2.664 2.394 -0.257 -0.253
F 10.9346 -0.9871 -3.6888 -0.022 -0.954 1.326 0.086
O -0.4402 3.4167 -4.9460 1.675 2.384 1.972 -0.334
H 1.1203 0.2721 2.6257 0.024 0.042 -0.190 0.123
S -3.8455 -0.7223 0.8249 4.015 1.292 0.792 0.603
F -5.5550 -1.3033 -5.6226 -0.219 -0.789 -0.937 0.135
C 5.2143 -3.0045 -4.4848 0.723 0.524 1.468 -0.675
O 6.6710 3.2017 7.8895 -0.096 -0.340 0.498 -0.337
O -5.4167 4.9404 0.5721 0.947 -1.019 -2.786 -0.369
O -4.6270 -2.4038 -1.3516 -0.861 -0.436 2.610 -0.271
O -3.2174 -5.9267 -2.0177 0.424 -0.056 -2.730 -0.354
O -3.1700 -3.6296 5.3486 1.355 0.048 0.005 -0.336
C -5.4454 4.8266 -2.2186 1.388 -0.260 0.613 -0.585
F 4.6712 4.3200 9.4567 0.808 1.009 1.164 0.135
C 4.1146 3.9356 8.3472 -1.170 -1.960 -1.612 -0.629
F -4.3571 5.4942 -2.6573 -1.353 -0.252 0.076 0.099
F -3.6479 -4.3422 0.9736 -2.061 0.430 0.615 0.142
H 3.3233 1.7897 1.7368 -0.240 -0.053 0.123 0.115
N -1.0093 -5.6328 -3.5445 -3.917 0.369 0.477 -0.306
O 2.6243 2.3973 6.3262 0.536 -0.363 -0.403 -0.321
C -4.9673 -4.0680 1.0706 0.745 1.112 -0.501 -0.581
F 4.7604 -3.8819 -3.6052 0.554 -0.826 0.312 0.130
F -5.3996 -3.6559 2.2680 1.023 -0.059 -0.026 0.124
O 1.0750 5.3834 -5.0924 -1.544 -1.077 1.825 -0.359
O 4.1681 2.1134 4.4312 -0.239 -0.927 1.048 -0.344
O -1.3910 -3.5520 -1.8719 0.775 -2.191 -1.146 -0.316
C 1.5620 0.3706 1.6450 1.705 0.041 -2.344 0.027
F 0.9372 2.6836 -2.4925 1.021 0.760 0.038 0.122
F 0.1801 0.7264 -4.6129 -0.216 0.657 0.126 0.122
C -2.0166 7.6517 -2.3304 -0.264 -0.517 -0.633 -0.640
F -2.3024 0.1553 2.7286 2.553 0.833 -0.226 0.199
O -2.5350 4.8742 1.5973 0.342 -0.435 -0.883 -0.354
F -0.4817 -6.0530 8.7736 0.081 1.577 0.985 0.032
F 6.2801 -3.4886 -5.1465 -0.992 0.095 0.138 0.114
C 1.3440 3.9327 -2.7985 -3.568 0.931 -0.164 -0.661
F -4.3236 0.6906 3.2026 0.554 -1.447 -1.052 0.101
F -3.5888 -1.3261 3.5186 -0.434 -0.183 -0.856 0.125
F -1.7942 -3.1863 2.7994 0.666 0.122 0.155 0.139
C 0.1615 -1.4314 0.5329 -2.103 0.037 -0.597 -0.003
H -0.8072 -0.9327 0.5016 -0.096 -0.224 0.065 0.068
C -1.0916 2.8503 0.6764 -2.241 -0.230 -0.671 -0.605
S -0.8447 6.7716 -3.5965 0.103 3.528 0.138 0.537
F 1.9267 -0.0926 5.0133 -0.013 0.147 -0.131 0.133
O -1.3152 7.3206 -4.8791 0.166 -0.711 1.431 -0.346
C -1.0460 0.2363 -4.7646 0.448 -2.102 0.055 -0.664
C -6.0664 -0.6234 -4.6351 2.382 2.271 3.346 -0.596
F -6.5043 5.6925 -2.0975 1.047 -0.863 -0.087 0.080
S -2.8433 3.6612 0.8335 1.600 0.908 4.331 0.545
F 9.9858 -1.0974 -1.6770 1.299 -0.923 0.135 0.139
O 0.4886 7.2032 -3.2055 -0.517 0.600 0.232 -0.359
N -3.2080 3.8899 -0.6543 -3.600 0.458 -0.567 -0.258
C 1.8761 -0.0105 -0.5768 0.640 -0.166 3.047 0.056
F -4.5945 -7.0036 -4.6004 0.808 -0.953 -0.729 0.097
O -0.5147 -2.2857 8.2055 -0.656 -1.769 0.330 -0.341
S -0.6440 -4.7680 -2.2558 3.166 3.316 1.601 0.548
O 4.7945 -1.4610 -2.3056 0.097 -0.754 -0.153 -0.313
O 8.3543 -1.6666 -5.0931 0.037 0.470 1.674 -0.364
H 3.1272 3.5247 -0.6741 0.215 -0.006 -0.238 0.073
F 10.0193 -2.9476 -3.0482 1.614 1.007 1.238 0.069
F -1.0624 -4.9143 3.7848 0.498 -3.152 -0.490 0.202
F -2.7706 -8.2262 -4.1397 -0.766 1.107 -1.457 0.095
S -5.4586 -2.5402 -0.1603 -1.701 -0.499 -4.015 0.770
N 2.8959 0.8472 -0.1709 -3.216 -0.840 0.832 -0.021
F -0.6554 2.5819 1.9134 0.404 0.399 -0.372 0.118
O -6.8680 -2.8018 -0.4852 1.644 0.400 1.834 -0.329
S -2.7613 -5.5493 -3.3808 0.580 1.964 0.460 0.706
C 4.0747 3.0011 -0.8021 0.999 -0.854 -0.022 -0.066
H 0.1731 -2.0596 1.4236 0.521 0.093 -0.204 0.094
F 1.2390 4.7387 -1.7273 0.036 -0.648 -0.359 0.105
O -1.4378 -0.2208 -2.1601 0.118 0.333 -1.486 -0.320
O -5.5309 2.6610 -0.4428 0.594 3.084 -0.880 -0.339
N 7.2922 -1.9112 -2.7549 -3.193 0.813 -1.680 -0.287
C -1.0278 -3.6521 3.7840 -1.415 3.046 2.344 -0.723
H 0.1921 -1.9834 -0.4066 0.158 -0.201 0.267 0.086
O 5.3873 4.0422 5.9879 -0.005 0.669 -0.097 -0.303
S 3.7881 1.7095 5.7878 -3.614 -0.309 -3.691 0.537
H 4.6635 3.2960 -1.6707 -0.449 0.619 -0.189 0.077
F -1.3076 1.6736 0.0596 0.771 0.112 0.041 0.091
N 4.9379 1.5794 6.7875 2.933 2.899 2.467 -0.310
H 4.7586 3.2162 0.0189 -0.333 -0.124 0.408 0.072
F -1.5961 -4.8673 10.2399 -1.014 -0.333 0.652 0.116
F 3.1945 2.9834 8.7244 0.930 1.610 -0.508 0.079
F -6.5278 -1.4595 -3.6614 -0.697 0.414 -1.515 0.076
S -4.9429 4.0178 -0.5109 -0.874 -1.795 2.073 0.739
S -2.1097 0.4831 -3.2518 0.260 -1.824 2.583 0.659
F -5.6654 -5.1574 0.8023 0.129 0.123 -0.678 0.150
N 1.1284 -0.3911 0.5258 3.544 2.798 -0.501 -0.070
C 2.6615 1.1208 1.2068 -0.970 -1.250 -0.823 0.017
F 3.8988 -0.9062 4.8699 0.535 -0.539 0.050 0.143
O -0.2083 -5.5913 -1.1571 0.047 -0.514 0.306 -0.342
O -2.1897 1.9092 -3.0595 -0.592 -0.908 -0.744 -0.287
C 3.1153 -0.1457 5.6036 0.095 2.485 0.630 -0.660

***

# 3
37
Properties=species:S:1:pos:R:3:forces:R:3:lowdin_charge:R:1 method="wB97M-V/def2-TZVPD" total_energy_ha=-3424.06433 homo_energy_ev="-8.23 / -9.14" spin_multiplicity=4 s_squared=3.775
H 2.5007 -3.6203 -1.3636 -0.409 0.269 -0.196 0.117
C 2.8442 1.0543 0.0337 4.559 0.972 0.737 -0.284
N 0.8219 -0.7451 -0.9058 -1.325 -0.176 -1.363 0.038
Cl 1.4994 0.4247 4.7891 -0.024 -0.063 0.197 0.580
O -0.1883 0.1644 1.9559 1.972 -0.290 -0.267 -0.098
Cl 1.3542 -2.4488 4.3470 -0.020 -0.058 0.172 0.600
H -4.8102 0.3561 -1.5605 0.130 -0.048 -0.006 0.113
H 3.2033 2.1187 -0.0774 0.450 -1.437 0.052 -0.006
C 1.8073 -1.6251 -0.9791 0.465 -0.707 0.103 -0.118
Cl -1.0717 -0.8900 4.4991 -0.154 -0.049 0.169 0.600
C 1.6576 -2.9285 -1.4507 -0.658 -0.023 -0.222 -0.013
C -0.3742 -1.0830 -1.4672 1.045 -1.543 0.227 -0.180
H -0.5385 2.6089 1.3676 -0.088 0.190 0.923 0.010
C 0.4093 -3.3082 -1.9788 0.519 0.454 0.296 -0.033
C -1.4373 -0.1118 -1.3207 -1.621 1.079 0.673 -0.187
H 0.2379 -4.3172 -2.3417 0.052 0.148 0.041 0.112
V 0.9182 1.2828 -0.0495 -3.735 -3.250 0.767 0.272
C 0.6043 -0.9000 3.9869 0.219 0.403 -0.872 -1.529
C -0.6110 -2.3599 -2.0205 0.136 0.571 0.368 0.012
H 1.2560 2.8677 1.3192 -0.621 0.296 -0.127 0.065
C -3.4013 1.7152 -0.6559 0.355 -0.166 -0.188 -0.020
H 0.1681 3.7214 0.1363 -0.097 0.940 -0.163 -0.002
H -4.0997 2.4792 -0.3195 -0.015 -0.317 -0.257 0.116
O 1.7769 -1.0016 1.8906 -0.892 0.612 0.396 -0.073
H -1.7569 2.8565 0.0764 -0.094 -0.314 -0.192 0.093
H 2.7834 -1.2960 -0.6294 -0.466 -0.410 0.156 0.095
C -3.7686 0.5497 -1.3273 0.303 0.099 0.047 -0.034
H 3.2940 0.3105 -0.6658 0.021 1.217 1.004 0.013
H 2.8388 0.7985 1.1674 -0.317 -0.152 -1.793 0.085
N -1.1090 1.0195 -0.6559 -0.385 -0.179 -0.702 0.013
C -2.7742 -0.3574 -1.6906 0.487 0.041 0.154 0.016
I 1.5909 2.3207 -2.2668 0.417 0.426 -1.293 0.618
H -3.0002 -1.2876 -2.2128 -0.192 0.470 0.178 0.104
C 0.7550 -0.5516 2.4360 -0.520 -0.234 -0.365 -0.797
C 0.2861 2.8467 0.7308 0.488 1.588 1.387 -0.301
C -2.0523 1.9268 -0.3928 -0.742 -0.294 -0.157 -0.100
H -1.6139 -2.5902 -2.4038 0.757 -0.064 0.117 0.108